Arrangement 1

Formula: C3H9N2O
Source: OMol25
Level of theory: ωB97M-V/def2-TZVPD

CARTESIAN COORDINATES (ANGSTROEM)
O -1.09 -1.63 1.02
N 0.58 0.16 1.04
N -0.01 -1.13 0.44
C 0.78 -0.21 -1.83
C -0.41 1.04 1.71
C -0.39 -0.78 -0.98
H 1.37 -1.02 -2.18
H -0.92 1.74 0.89
H -0.72 -1.67 -1.55
H 0.35 0.30 -2.70
H 1.38 0.55 -1.26
H -1.15 0.02 -0.92
H 0.11 1.83 2.16
H -1.13 0.68 2.40
H 1.25 0.10 1.77

## Properties
Multiplicity   1
HOMO energy   -1.1332 eV
Orbital gap   0.20384 Eh
Net charge   -1
SMILES   CCN([O-])NC


Arrangement 2

Formula: C3H9N2O
Source: OMol25
Level of theory: ωB97M-V/def2-TZVPD

CARTESIAN COORDINATES (ANGSTROEM)
O -2.62 -0.69 -0.16
N -2.14 0.58 0.14
N -0.85 1.06 -0.28
C 1.78 0.75 -0.05
C 0.09 -1.35 -0.15
C 0.39 0.13 0.32
H 0.36 0.13 1.43
H 0.96 -1.95 -0.33
H 1.83 1.84 0.01
H -0.65 -1.19 -0.92
H -2.18 0.86 1.15
H 1.99 0.63 -1.11
H 2.42 0.19 0.58
H -0.52 -1.75 0.63
H -0.88 0.75 -1.27

## Properties
Multiplicity   1
HOMO energy   -0.9394 eV
Orbital gap   0.18478 Eh
Net charge   -1
SMILES   CC(C)NN[O-]


Q: Which of them is the least stable? A: arrangement 2.


Arrangement 1

Formula: CH3NOS
Source: OMol25
Level of theory: ωB97M-V/def2-TZVPD

CARTESIAN COORDINATES (ANGSTROEM)
S 2.34 -0.12 -0.08
O -0.23 -0.22 -0.12
N 0.80 0.70 -0.14
C -1.54 -0.27 -0.18
H -2.08 -1.22 0.15
H -2.10 0.48 -0.56
H 2.81 0.65 0.93

## Properties
Multiplicity   1
HOMO energy (alpha / beta)   -7.9760 / -8.5465 eV
Orbital gap (alpha / beta)   0.28279 / 0.31952 Eh
Net charge   0


Arrangement 2

Formula: CH3NOS
Source: OMol25
Level of theory: ωB97M-V/def2-TZVPD

CARTESIAN COORDINATES (ANGSTROEM)
S 0.64 0.42 -2.13
O -0.39 1.20 -2.75
N -0.01 0.06 -0.48
C -0.68 -0.26 0.42
H 0.14 -0.12 3.99
H 0.44 -1.04 -2.26
H -0.13 -0.27 3.21

## Properties
Multiplicity   1
HOMO energy   -11.1070 eV
Orbital gap   0.40625 Eh
Net charge   0


Arrangement 3

Formula: CH3NOS
Source: OMol25
Level of theory: ωB97M-V/def2-TZVPD

CARTESIAN COORDINATES (ANGSTROEM)
S 0.77 1.85 0.12
O 0.65 2.69 -1.05
N 0.92 0.27 -0.44
C -0.40 0.45 0.05
H -0.71 0.02 1.00
H -1.16 0.42 -0.72
H 1.67 -0.89 -0.10

## Properties
Multiplicity   1
HOMO energy   -9.8376 eV
Orbital gap   0.35845 Eh
Net charge   0


Arrangement 4

Formula: CH3NOS
Source: OMol25
Level of theory: ωB97M-V/def2-TZVPD

CARTESIAN COORDINATES (ANGSTROEM)
S 1.22 0.36 -0.05
O 1.30 1.39 1.00
N -0.41 0.56 -0.63
C -0.48 -0.69 0.20
H -0.30 0.54 -1.70
H -0.71 -0.49 1.27
H -0.61 -1.67 -0.09

## Properties
Multiplicity   1
HOMO energy   -9.1996 eV
Orbital gap   0.35522 Eh
Net charge   0


Q: Which of them is the least stable? A: arrangement 1.


Arrangement 1

Formula: C7H10N2OS
Source: OMol25
Level of theory: ωB97M-V/def2-TZVPD

CARTESIAN COORDINATES (ANGSTROEM)
S 2.57 0.53 -0.91
O 1.04 -2.02 -1.92
N 0.72 2.21 -2.28
N -0.82 -1.38 -0.83
C 1.46 -0.65 -0.02
C -0.09 1.08 1.16
C 1.45 1.51 -1.71
C 0.53 -1.39 -1.01
C -1.29 0.85 0.22
C 0.87 -0.10 1.27
C -1.68 -0.62 0.06
H -1.77 -1.12 1.06
H 0.35 -0.94 1.78
H -2.66 -0.69 -0.36
H 2.17 -1.44 0.25
H -0.48 1.30 2.19
H 1.70 0.17 1.93
H -1.07 1.26 -0.77
H -1.28 -1.94 -1.56
H 0.44 1.99 0.85
H -2.17 1.38 0.60

## Properties
Multiplicity   1
HOMO energy   -9.7376 eV
Orbital gap   0.37580 Eh
Net charge   0
SMILES   N#CS[C@H]1CCCCNC1=O


Arrangement 2

Formula: C7H10N2OS
Source: OMol25
Level of theory: ωB97M-V/def2-TZVPD

CARTESIAN COORDINATES (ANGSTROEM)
S -0.91 1.53 0.20
O -0.72 2.37 -1.03
N 1.50 -1.59 -0.43
N 2.34 -0.57 -0.26
C -2.09 -1.00 0.54
C 2.27 1.88 0.52
C 0.30 -1.16 -0.23
C -1.00 -1.86 -0.13
C 1.72 0.54 0.14
C 0.40 0.30 0.14
C -2.26 0.26 -0.30
H -1.70 -0.76 1.52
H -3.34 0.48 -0.16
H 3.24 -0.70 -0.62
H -1.33 -2.04 -1.11
H 1.88 2.73 0.04
H -3.00 -1.48 0.48
H 2.00 1.95 1.54
H -0.75 -2.87 0.26
H 3.45 1.82 0.33
H -2.03 0.15 -1.44

## Properties
Multiplicity   1
HOMO energy   -8.7758 eV
Orbital gap   0.35317 Eh
Net charge   0


Q: Which of them is the least stable? A: arrangement 2.


Arrangement 1

Formula: C3H8O2S2
Source: OMol25
Level of theory: ωB97M-V/def2-TZVPD

CARTESIAN COORDINATES (ANGSTROEM)
S 0.33 -0.05 -0.23
S 1.74 -0.96 -1.36
O -0.99 1.52 3.45
O -2.51 -4.60 -4.23
C 0.08 2.08 1.39
C 1.10 1.41 0.47
C -0.01 1.46 2.76
H 2.58 -1.54 -0.48
H -3.24 -5.07 -3.82
H 0.90 0.97 3.19
H -0.92 2.13 0.95
H -2.90 -3.74 -4.45
H 0.37 3.11 1.56
H 1.99 1.16 1.07
H 1.48 2.12 -0.28

## Properties
Multiplicity   1
HOMO energy   -9.2234 eV
Orbital gap   0.35820 Eh
Net charge   0
SMILES   O=CCCSS.O


Arrangement 2

Formula: C3H8O2S2
Source: OMol25
Level of theory: ωB97M-V/def2-TZVPD

CARTESIAN COORDINATES (ANGSTROEM)
S 1.91 0.25 0.33
S -1.02 0.54 2.60
O 0.29 0.51 -2.20
O 0.20 -1.57 0.82
C 0.19 -0.41 0.13
C -0.93 0.70 0.81
C -0.01 -0.64 -1.41
H -0.52 -1.52 1.49
H 1.65 1.23 -0.60
H -0.58 1.67 0.66
H 0.40 0.49 2.78
H 0.14 -1.68 -1.84
H -1.90 0.45 0.29
H 1.25 0.67 -2.45
H -1.07 -0.69 -1.42

## Properties
Multiplicity   1
HOMO energy   -9.1876 eV
Orbital gap   0.35739 Eh
Net charge   0
SMILES   OC[C@@](O)(S)CS


Q: Which of them is the least stable? A: arrangement 2.